No. 1
Entry from OMol25: C34H46BaN6O2S2Te as an isolated structure (ωB97M-V/def2-TZVPD).

The geometry in XYZ format:
```
92
Properties=species:S:1:pos:R:3:forces:R:3
Ba -0.153 0.086 -0.814 1.4 -0.9 -0.7
C 2.497 0.394 1.271 -0.1 0.0 0.0
N 2.364 1.151 0.020 0.3 0.2 0.1
C 3.498 0.836 -0.878 -0.1 0.0 0.0
C 3.148 0.966 -2.347 -0.1 -0.1 0.0
N 2.348 -0.183 -2.824 0.2 0.1 0.1
C 1.773 0.132 -4.138 0.0 0.0 0.1
C 3.173 -1.378 -2.871 0.0 0.1 -0.1
C 4.258 -1.412 -3.749 0.0 0.0 0.0
C 5.104 -2.502 -3.827 0.0 0.0 0.0
C 4.868 -3.594 -3.000 -0.1 0.0 0.0
C 3.793 -3.576 -2.130 0.0 0.0 0.0
C 2.915 -2.482 -2.044 0.0 0.0 0.0
S 1.533 -2.572 -0.945 0.3 -0.1 -0.2
C 2.223 2.584 0.248 -0.1 0.1 0.0
C 3.014 3.198 1.222 0.1 -0.1 0.0
C 2.893 4.539 1.534 0.0 0.0 0.0
C 1.960 5.306 0.844 0.0 -0.1 0.0
C 1.186 4.721 -0.142 0.1 -0.1 0.1
C 1.288 3.355 -0.474 0.0 0.1 -0.1
S 0.246 2.779 -1.782 0.1 0.6 -0.1
H 3.465 0.531 1.768 0.0 0.0 0.0
H 2.388 -0.672 1.047 0.0 0.0 0.0
H 1.713 0.702 1.970 0.0 0.0 0.0
H 3.811 -0.192 -0.675 0.0 0.0 0.0
H 4.346 1.490 -0.647 0.0 0.0 0.0
H 4.075 1.061 -2.927 0.0 0.0 0.0
H 2.561 1.870 -2.504 0.0 0.0 0.0
H 2.533 0.416 -4.876 0.0 0.0 0.0
H 1.087 0.974 -4.026 0.0 0.0 0.0
H 1.225 -0.731 -4.515 0.0 0.0 0.0
H 4.446 -0.555 -4.388 0.0 0.0 0.0
H 5.936 -2.497 -4.520 0.0 0.0 0.0
H 5.519 -4.460 -3.038 0.0 0.0 0.0
H 3.596 -4.427 -1.489 0.0 0.0 0.0
H 3.745 2.606 1.761 0.0 0.0 0.0
H 3.516 4.977 2.304 0.0 0.0 0.0
H 1.836 6.357 1.075 0.0 0.0 0.0
H 0.460 5.309 -0.688 0.0 0.0 0.0
C -3.028 -1.614 -4.200 0.0 -0.1 0.0
C -2.536 -1.494 -2.790 -0.2 0.1 0.2
N -1.364 -1.846 -2.418 -0.2 -0.2 -0.2
O -0.551 -2.324 -3.431 0.1 0.0 0.0
C -3.396 -0.962 -1.692 0.1 -0.1 -0.2
C -4.876 -1.184 -1.689 0.0 0.0 -0.1
N -2.746 -0.404 -0.725 -0.8 0.0 0.1
O -3.387 -0.015 0.362 -0.1 -0.1 -0.2
H -2.249 -1.287 -4.888 0.0 0.0 0.0
H -3.926 -1.021 -4.355 0.0 0.0 0.0
H -3.247 -2.658 -4.442 0.0 0.0 0.0
H 0.260 -2.540 -2.915 -0.1 -0.1 0.0
H -5.116 -2.248 -1.788 0.0 0.0 0.0
H -5.367 -0.661 -2.513 0.0 0.0 0.0
H -5.277 -0.808 -0.750 0.0 0.0 0.0
C -2.595 -3.436 3.036 0.1 0.0 -0.1
C -2.001 -2.123 2.466 0.1 -0.2 0.0
N -0.908 -2.423 1.538 -0.3 0.0 -0.1
C 0.190 -3.091 2.231 -0.1 0.0 -0.1
C -0.317 -4.397 2.895 -0.1 0.1 -0.1
N -1.762 -4.573 2.502 0.0 0.1 0.0
C -1.894 -4.631 1.002 0.1 0.1 0.1
C -1.414 -3.270 0.447 0.0 0.0 0.2
H -3.618 -3.614 2.707 0.0 0.0 0.0
H -2.557 -3.490 4.122 0.0 0.0 0.0
H -1.620 -1.504 3.276 0.0 0.0 0.0
H -2.766 -1.547 1.941 0.0 0.0 0.0
H 0.594 -2.422 2.989 0.0 0.0 0.0
H 0.975 -3.304 1.506 0.0 0.0 0.0
H -0.290 -4.365 3.983 0.0 0.0 0.0
H 0.217 -5.281 2.552 0.0 0.0 0.0
H -2.103 -5.445 2.895 0.0 -0.1 0.0
H -2.940 -4.840 0.784 0.0 0.0 0.0
H -1.284 -5.465 0.658 0.0 0.0 0.0
H -2.226 -2.743 -0.053 0.0 0.0 0.1
H -0.627 -3.434 -0.284 0.0 0.0 0.0
C -0.412 2.796 2.776 -0.1 0.2 0.0
Te -1.633 1.271 1.797 -0.3 0.8 1.4
C -2.465 3.060 0.971 -0.1 0.1 0.0
C -2.430 4.057 2.104 0.1 -0.2 0.0
C -3.381 5.052 2.276 0.0 0.0 0.0
C -3.306 5.916 3.365 0.0 -0.1 0.0
C -2.279 5.778 4.287 0.0 -0.1 0.0
C -1.322 4.780 4.118 0.0 0.0 0.0
C -1.385 3.921 3.029 0.0 -0.1 0.0
H 0.355 3.110 2.064 0.0 0.0 0.0
H 0.083 2.453 3.684 -0.1 0.0 0.0
H -3.463 2.870 0.581 0.0 0.0 0.1
H -1.807 3.348 0.147 0.0 0.0 0.0
H -4.190 5.150 1.560 0.0 0.0 0.0
H -4.056 6.686 3.497 0.0 0.0 0.0
H -2.224 6.439 5.143 0.0 0.0 0.0
H -0.519 4.671 4.839 0.0 0.0 0.0
```
Positions in Å, forces in eV/Å.

Its total charge is 0. The energy above the lowest of the compared OMol25 structures with the same formula, charge and spin comes out at 0.625 eV.

These are the Mulliken partial charges, in e, on atoms 1 to 4: -0.338, -0.793, 1.514, -1.317

---

No. 2
Entry from OMol25: C34H46MnN8S5 as an isolated structure (ωB97M-V/def2-TZVPD).

The geometry in XYZ format:
```
94
Properties=species:S:1:pos:R:3:forces:R:3
Mn -0.364 0.615 0.127 -0.5 -0.3 0.6
N 1.308 -0.143 1.381 0.2 -0.2 0.1
C 0.812 -0.267 2.698 0.0 0.1 -0.3
C 1.341 0.506 3.725 -0.1 -0.1 0.0
C 0.811 0.435 5.004 0.0 0.0 0.0
C -0.253 -0.416 5.263 0.0 0.0 0.0
C -0.778 -1.186 4.232 0.0 0.0 0.0
C -0.265 -1.129 2.940 -0.1 -0.1 0.0
C -0.863 -1.921 1.833 0.0 -0.1 0.1
C -1.233 -3.239 2.108 0.0 0.0 0.0
C -1.882 -4.012 1.159 0.0 0.0 0.0
C -2.172 -3.434 -0.069 0.0 0.1 0.0
C -1.784 -2.125 -0.325 -0.1 -0.2 0.0
C -1.093 -1.304 0.581 0.2 0.3 0.0
H 2.146 0.424 1.345 0.0 -0.1 0.0
H 1.522 -1.026 0.915 0.0 0.0 0.1
H 2.178 1.165 3.517 0.0 0.0 0.0
H 1.228 1.051 5.792 0.0 0.0 0.0
H -0.686 -0.468 6.254 0.0 0.0 0.0
H -1.634 -1.824 4.417 0.0 0.0 0.0
H -0.993 -3.666 3.078 0.0 0.0 0.0
H -2.150 -5.040 1.372 0.0 0.0 0.0
H -2.699 -4.001 -0.830 0.0 0.0 0.0
H -2.085 -1.722 -1.288 0.0 0.0 0.0
C 2.296 -3.677 1.938 -0.1 0.0 0.0
S 4.000 -3.105 1.726 0.0 0.0 0.0
C 4.303 -3.637 0.088 0.0 0.0 0.1
C 3.788 -3.061 -1.035 0.0 0.2 0.0
S 2.761 -1.706 -1.181 0.1 -0.1 0.0
S 4.286 -3.880 -2.513 0.0 0.0 0.0
C 5.269 -5.124 -1.842 0.0 0.0 0.0
S 6.068 -6.269 -2.749 0.0 0.0 0.0
S 5.314 -5.047 -0.136 0.0 0.0 0.0
H 1.916 -3.236 2.860 0.0 0.0 0.0
H 2.252 -4.763 2.004 0.0 0.0 0.0
H 1.687 -3.330 1.104 0.0 0.0 0.0
C -1.434 1.736 -4.745 0.0 0.0 0.0
C -0.940 0.481 -4.032 0.1 0.1 0.1
C -2.067 -0.559 -3.993 0.0 0.0 0.0
C 0.277 -0.090 -4.755 0.0 0.0 0.0
N -0.519 0.941 -2.701 0.0 -0.1 -0.1
N -0.024 -0.071 -1.819 0.2 0.0 -0.2
H -1.795 1.491 -5.746 0.0 0.0 0.0
H -0.628 2.467 -4.822 0.0 0.0 0.0
H -2.256 2.194 -4.188 0.0 0.0 0.0
H -2.371 -0.828 -5.008 0.0 0.0 0.0
H -2.937 -0.166 -3.462 0.0 0.0 0.0
H -1.755 -1.482 -3.500 0.0 0.0 0.0
H 0.030 -0.304 -5.798 0.0 0.0 0.0
H 0.623 -1.017 -4.294 0.0 0.0 0.0
H 1.098 0.628 -4.727 0.0 0.0 0.0
H -1.295 1.377 -2.204 0.0 0.0 0.1
H 0.958 -0.233 -2.027 -0.1 0.1 -0.1
H -0.499 -0.961 -1.941 0.0 0.0 0.0
C -0.669 4.571 -0.857 0.0 0.0 0.0
C -1.208 4.688 0.572 -0.1 -0.1 0.0
C -0.217 4.209 1.635 0.0 0.0 0.1
C -2.578 4.054 0.701 -0.3 0.4 0.1
C -3.645 4.908 0.927 0.3 0.1 0.0
C -4.957 4.469 1.023 -0.2 0.2 0.0
C -5.177 3.108 0.878 0.0 -0.3 0.0
C -4.156 2.196 0.656 -0.5 0.2 0.0
C -4.554 0.742 0.521 0.1 0.1 0.0
C -4.230 0.204 -0.873 0.1 -0.1 0.0
C -3.993 -0.113 1.660 0.0 0.0 0.0
C -2.787 2.635 0.560 1.2 -1.0 -0.2
N -1.751 1.796 0.368 -0.6 0.6 -0.1
H 0.323 5.025 -0.942 0.1 0.1 0.0
H -1.342 5.087 -1.549 0.0 0.0 0.0
H -0.595 3.530 -1.166 -0.1 0.0 0.1
H -1.359 5.758 0.758 0.0 0.1 0.0
H -0.094 3.127 1.594 -0.1 0.0 -0.1
H -0.581 4.470 2.632 0.0 0.0 0.0
H 0.755 4.691 1.494 0.1 0.1 0.0
H -3.429 5.969 1.026 0.0 0.1 0.0
H -5.773 5.158 1.200 0.0 0.0 0.0
H -6.191 2.722 0.944 -0.1 0.0 0.0
H -5.646 0.717 0.616 -0.1 0.0 0.0
H -3.166 0.320 -1.077 0.1 0.0 0.1
H -4.792 0.765 -1.626 0.0 0.0 0.0
H -4.485 -0.855 -0.959 0.0 -0.1 0.0
H -2.909 -0.034 1.704 0.0 0.1 -0.1
H -4.251 -1.168 1.527 0.0 0.0 0.0
H -4.401 0.232 2.614 0.0 0.0 0.0
N 3.538 3.715 1.342 0.4 0.0 0.6
C 3.747 3.953 0.034 -1.2 -0.7 -1.0
N 4.838 4.682 -0.290 0.7 0.6 0.1
N 2.974 3.528 -0.948 1.3 0.8 0.6
C 2.026 2.674 -0.626 -0.7 -0.5 0.1
N 1.169 1.934 -0.391 0.3 0.4 -0.1
H 4.314 3.809 1.987 -0.4 -0.1 -0.2
H 2.786 3.094 1.605 -0.1 0.1 -0.1
H 5.205 5.318 0.409 -0.2 -0.2 -0.4
H 4.872 4.989 -1.251 0.0 -0.1 0.2
```
Positions in Å, forces in eV/Å.

Its spin multiplicity is 2. Its total charge is -2. As for the expectation value of S²: 1.219. The energy above the lowest of the compared OMol25 structures with the same formula, charge and spin comes out at 0.127 eV.

These are the Mulliken partial charges, in e, on atoms 1 to 4: -0.470, 0.852, 0.873, -0.863